48
Properties=species:S:1:pos:R:3 method="wB97M-V/def2-TZVPD" homo_ev=-9.08 molar_mass_g_mol=288.2 e_tot_ha=-1223.0239 largest_force_ha_per_bohr=0.069 lumo_energy_ev=-0.78 de_lowest_kcal_mol=109.7 homo_lumo_gap_ev=8.29
O 2.71501 0.28731 -1.04546
H 2.42154 -0.62516 -1.18051
H 3.41901 0.20067 -0.46363
O 3.49973 -1.07684 1.46732
H 2.99631 -0.30282 1.72109
H 2.80998 -1.65580 1.08952
O -1.91089 -0.74286 2.25661
H -1.68309 -1.56975 2.68241
H -2.77031 -0.57824 2.59347
O -0.02344 2.68428 0.13082
H -0.83560 3.03262 -0.18754
H -0.19362 1.73427 0.16037
O 1.62761 1.13098 -3.21238
H 0.81964 1.64757 -2.91335
H 2.14074 0.96328 -2.44128
O -2.60623 1.84927 -1.20206
H -3.42134 2.16559 -1.54516
H -2.71843 0.89766 -1.08635
O -0.58170 1.90235 2.76304
H -0.86071 1.04261 2.49064
H -0.92695 2.45986 2.06619
O -0.37074 2.80193 -2.60026
H -1.04146 2.43992 -1.98820
H -0.40255 3.74429 -2.39439
O 1.91138 1.10450 1.73320
H 1.13612 1.55422 2.12624
H 1.47652 0.90090 0.91997
O 1.24359 -0.47410 3.64730
H 1.15787 -0.12597 2.78714
H 1.93901 -0.02646 4.07559
O 0.91658 -2.04834 1.08508
H 0.58797 -2.55693 0.34967
H 0.90720 -2.54820 1.88105
O -3.33622 -0.59507 -0.12333
H -2.67558 -0.42406 0.54967
H -4.17559 -0.34339 0.23458
O -1.37932 -2.83166 -0.45692
H -2.27754 -2.61178 -0.16758
H -1.53862 -3.78631 -0.58184
O 0.01080 0.18073 -0.07960
H -0.18147 -0.07812 -0.97663
H 0.18528 -0.64737 0.42559
O -0.67827 -0.82549 -2.53942
H -1.39065 -0.34489 -3.03091
H -1.03879 -1.62552 -2.16765
O 1.82132 -2.24227 -1.95939
H 2.34803 -2.03534 -2.71750
H 0.92783 -2.00206 -2.17521

***

48
Properties=species:S:1:pos:R:3 method="wB97M-V/def2-TZVPD" homo_ev=-10.31 molar_mass_g_mol=288.2 e_tot_ha=-1222.7914 largest_force_ha_per_bohr=0.203 lumo_energy_ev=-0.31 de_lowest_kcal_mol=255.6 homo_lumo_gap_ev=9.99
O 0.38060 -3.06696 3.47139
H 0.31132 -2.57897 2.57851
H -0.26607 -2.45526 3.84971
O -4.04272 -0.75572 -1.61422
H -3.17962 -0.41553 -2.14613
H -4.63508 -1.24203 -2.34225
O -0.34329 0.02073 -6.29097
H 0.12269 0.81491 -5.98282
H 0.23249 -0.77854 -6.18633
O 1.00595 1.50078 2.09056
H 0.11219 1.80496 2.23067
H 1.22670 2.01905 1.19792
O -3.42215 -3.43238 -2.72938
H -3.05463 -3.44628 -1.78942
H -3.28941 -4.30781 -3.11279
O -2.02700 -3.04868 3.54240
H -2.21256 -2.87205 2.53946
H -2.25302 -4.04871 3.49803
O -2.52707 0.38671 2.53808
H -1.65885 0.11240 2.40922
H -2.90022 -0.34191 1.85621
O -1.00213 -0.78304 -2.55969
H -1.09842 -0.29469 -3.43736
H -0.01663 -0.70631 -2.33112
O 2.90043 4.67607 -2.23158
H 2.52236 4.41021 -1.39839
H 3.73768 4.37558 -2.10136
O -2.45792 -1.88657 0.24689
H -3.06921 -1.40941 0.82765
H -2.97470 -1.71492 -0.57026
O -0.98528 3.31918 -0.33134
H -1.68402 3.70400 0.29861
H -0.55715 4.02226 -0.04470
O 1.54179 3.04015 -0.58673
H 0.56434 3.16721 -0.60647
H 1.98953 2.28005 -0.79889
O 0.15362 0.46275 -0.17247
H -0.32517 1.28086 0.20937
H -0.48609 -0.12648 -0.40641
O 3.31428 -1.97120 2.45229
H 4.06888 -2.06257 2.00003
H 2.87339 -2.65150 3.01559
O 3.98941 2.15645 3.40415
H 3.92142 1.42638 2.89482
H 3.72725 1.84960 4.13599
O 4.01688 -0.38710 -0.83448
H 3.69547 0.60442 -0.84597
H 4.05971 -0.65012 0.16397

***

53
Properties=species:S:1:pos:R:3 method="wB97M-V/def2-TZVPD" homo_ev=-2.10 molar_mass_g_mol=384.3 e_tot_ha=-1922.2859 largest_force_ha_per_bohr=0.048 lumo_energy_ev=4.36 charge=-2 de_lowest_kcal_mol=92.5 homo_lumo_gap_ev=6.45
S -11.64218 -8.57202 14.99005
O -10.24010 -8.10876 15.05463
O -11.91340 -9.56532 16.02435
O -12.55534 -7.45611 15.15695
O -11.93371 -9.30204 13.71795
O -17.43281 -7.46194 14.55845
H -16.81155 -7.79472 15.20616
H -18.12915 -7.06027 15.07807
O -10.85557 -3.89170 17.26544
H -10.38652 -4.22691 16.50134
H -11.77945 -4.04099 17.06444
O -14.83103 -5.07464 17.58156
H -14.48260 -5.70935 16.95547
H -15.60039 -5.50405 17.95563
O -9.37495 -11.74521 17.26672
H -10.19345 -11.24936 17.24627
H -8.79185 -11.27041 16.67444
O -9.40400 -12.34370 12.90403
H -8.62960 -11.78898 12.81012
H -10.13162 -11.78999 12.62084
O -12.74909 -11.75540 10.87370
H -13.59364 -12.12843 11.12632
H -12.59219 -11.06128 11.51386
O -12.11799 -10.11904 19.54820
H -11.61741 -9.30317 19.55041
H -12.28846 -10.29350 18.62261
O -15.68640 -9.90383 16.76835
H -15.91683 -10.60224 17.38102
H -14.75224 -9.75487 16.91456
O -14.67108 -4.69020 13.49956
H -14.39436 -4.84912 12.59712
H -14.13372 -5.28428 14.02351
O -7.22396 -9.25524 12.70526
H -7.88710 -8.72467 13.14682
H -7.04874 -8.78894 11.88789
O -14.15488 -7.85175 11.47732
H -13.38308 -8.20607 11.91892
H -14.89094 -8.12331 12.02569
O -9.98564 -7.28126 11.18349
H -10.53146 -7.67662 11.86320
H -10.02291 -6.34162 11.36215
O -6.53738 -10.15079 16.02956
H -6.03385 -10.94561 15.85361
H -6.72901 -9.79141 15.16333
O -9.11511 -4.87578 14.21199
H -8.17466 -4.84621 14.03619
H -9.29492 -5.79655 14.40191
O -13.93989 -12.72974 14.69800
H -14.76808 -12.27664 14.53984
H -13.26985 -12.06025 14.55991
O -8.14319 -7.14436 18.16329
H -8.71218 -7.07621 17.39659
H -7.87671 -8.06350 18.18344